Here is a structure of composition C36H51N2O6PScSi from the Open Molecules 2025 dataset. Energies are from ωB97M-V/def2-TZVPD.

Geometry (Å):
1 Sc 0.9388 -0.7149 1.0909
2 C 4.7214 -2.8943 -0.4116
3 C 3.6409 -2.0100 0.2094
4 C 3.9712 -1.6804 1.6658
5 C 3.4309 -0.7454 -0.6364
6 C 4.6916 0.0618 -0.9424
7 O 4.2703 1.4311 -0.7050
8 C 3.1577 1.4049 0.0041
9 N 2.5935 0.2416 0.1044
10 C 2.8642 2.7059 0.6679
11 C 4.0116 3.3886 1.0629
12 C 3.9561 4.6240 1.6992
13 C 2.7336 5.2176 1.9334
14 C 1.5720 4.5547 1.5470
15 C 1.6078 3.3033 0.9357
16 P -0.0150 2.7214 0.4290
17 C -0.2048 2.8479 -1.3215
18 C 0.6547 3.6679 -2.0556
19 C 0.4561 3.8092 -3.4203
20 C -0.5887 3.1392 -4.0408
21 C -1.4429 2.3198 -3.3084
22 C -1.2565 2.1691 -1.9469
23 C -1.3100 3.4821 1.3508
24 C -1.3207 3.4301 2.7514
25 C -2.3457 4.0436 3.4427
26 C -3.3540 4.7090 2.7494
27 C -3.3424 4.7663 1.3638
28 C -2.3200 4.1546 0.6545
29 H 4.7645 -3.8585 0.0938
30 H 5.7083 -2.4367 -0.3228
31 H 4.5248 -3.0780 -1.4684
32 H 2.7063 -2.5909 0.1754
33 H 4.8086 -0.9862 1.7534
34 H 4.2307 -2.5821 2.2188
35 H 3.1446 -1.2138 2.2319
36 H 2.9126 -1.0088 -1.5625
37 H 5.0392 -0.0129 -1.9673
38 H 5.5155 -0.1379 -0.2570
39 H 4.9795 2.9507 0.8711
40 H 4.8755 5.1121 1.9925
41 H 2.6643 6.1865 2.4085
42 H 0.6213 5.0353 1.7310
43 H 1.4631 4.2009 -1.5702
44 H 1.1111 4.4478 -3.9968
45 H -0.7446 3.2582 -5.1048
46 H -2.2573 1.8085 -3.8028
47 H -1.9279 1.5428 -1.3711
48 H -0.5327 2.9248 3.2950
49 H -2.3610 4.0124 4.5235
50 H -4.1501 5.1934 3.2990
51 H -4.1223 5.2954 0.8341
52 H -2.3032 4.2157 -0.4252
53 O -0.4531 0.5975 1.9132
54 N -0.0067 1.0362 0.7577
55 C -4.0580 -4.1228 1.3875
56 C -3.0271 -4.1415 0.2895
57 C -2.8825 -5.9841 -0.0439
58 C -3.4352 -3.6199 -1.0638
59 O -1.8072 -3.8738 0.7226
60 Si -0.2470 -3.7055 0.0241
61 O 0.0744 -2.1278 0.2016
62 O -0.3956 -4.2280 -1.4733
63 C 0.5359 -4.8585 -2.4248
64 C 1.9099 -4.2353 -2.2422
65 C 0.5649 -6.3475 -2.1312
66 C -0.0290 -4.5673 -3.8003
67 O 0.7246 -4.6155 0.9208
68 C 0.9784 -4.7009 2.3492
69 C 0.8985 -3.3077 2.9750
70 C -0.0575 -5.6216 2.9733
71 C 2.3750 -5.2799 2.4842
72 H -5.0001 -4.5536 1.0585
73 H -4.2368 -3.0733 1.6426
74 H -3.7039 -4.6325 2.2812
75 H -3.9010 -6.1940 -0.3479
76 H -2.5849 -6.3828 0.9176
77 H -2.1314 -6.0060 -0.8243
78 H -4.4041 -4.0195 -1.3526
79 H -2.6927 -3.8279 -1.8292
80 H -3.5346 -2.5341 -0.9605
81 H 2.3008 -4.4613 -1.2474
82 H 1.8579 -3.1529 -2.3878
83 H 2.6099 -4.6410 -2.9726
84 H 0.9018 -6.5408 -1.1118
85 H 1.2502 -6.8451 -2.8175
86 H -0.4204 -6.7926 -2.2773
87 H -0.0746 -3.4929 -3.9814
88 H -1.0306 -4.9860 -3.9009
89 H 0.6005 -5.0195 -4.5664
90 H -0.0950 -2.8660 2.8544
91 H 1.6796 -2.6658 2.5358
92 H 1.1125 -3.3558 4.0424
93 H -1.0583 -5.1935 2.9002
94 H 0.1646 -5.7799 4.0286
95 H -0.0387 -6.5909 2.4754
96 H 3.1080 -4.6373 1.9932
97 H 2.4173 -6.2634 2.0183
98 H 2.6496 -5.3849 3.5338

The value obtained for the HOMO energy (spin up / spin down) is -0.6111 / -0.6112 hartree. Its multiplicity is 1. The charge is +3. The value obtained for the LUMO energy (spin up / spin down) is -10.54 / -9.18 eV.

Here is a structure of composition C36H52AsF6HgN10OPS2 at a distorted geometry from the Open Molecules 2025 dataset. Energies are from ωB97M-V/def2-TZVPD.

Geometry (Å):
1 Hg -0.1799 0.2477 0.3587
2 C 3.7148 -0.1860 4.7047
3 N 3.1666 0.3966 3.4832
4 C 4.1640 0.8069 2.5055
5 C 1.8800 0.1083 3.1033
6 N 1.5678 -0.2915 1.8951
7 C 2.4740 -1.1713 1.2507
8 C 3.1448 -2.1637 1.9778
9 C 4.0358 -3.0358 1.3811
10 C 4.2498 -2.9557 0.0097
11 C 3.5301 -2.0356 -0.7327
12 C 2.6293 -1.1387 -0.1375
13 N 1.7769 -0.3453 -0.9306
14 C 2.2623 0.2511 -1.9939
15 N 3.5244 0.7679 -2.0341
16 C 4.3584 0.7328 -3.2236
17 C 4.1665 1.2409 -0.8200
18 N 1.5138 0.3956 -3.1018
19 C 0.3099 -0.4003 -3.2854
20 C 1.5787 1.5986 -3.9263
21 N 0.9375 0.3486 4.0577
22 C 1.2024 1.2312 5.1878
23 C -0.2289 -0.5369 4.1986
24 H 4.4238 -0.9818 4.4481
25 H 2.9255 -0.6259 5.3124
26 H 4.2427 0.5680 5.2940
27 H 4.8897 1.4443 3.0120
28 H 3.6863 1.3849 1.7180
29 H 4.6914 -0.0376 2.0568
30 H 2.9180 -2.2719 3.0351
31 H 4.5362 -3.7895 1.9771
32 H 4.9373 -3.6348 -0.4822
33 H 3.6253 -2.0178 -1.8143
34 H 3.8437 0.2229 -4.0328
35 H 5.2805 0.1880 -3.0020
36 H 4.6271 1.7395 -3.5548
37 H 3.4019 1.4694 -0.0814
38 H 4.7123 2.1599 -1.0445
39 H 4.8640 0.5051 -0.4051
40 H 0.4369 -1.3818 -2.8460
41 H 0.1279 -0.5060 -4.3554
42 H -0.5621 0.0829 -2.8363
43 H 2.3151 2.2958 -3.5433
44 H 0.6208 2.1078 -3.8989
45 H 1.8100 1.3451 -4.9641
46 H 2.0131 1.9153 4.9522
47 H 1.4533 0.6832 6.1011
48 H 0.3028 1.8144 5.4000
49 H -0.6563 -0.7736 3.2351
50 H -0.9728 -0.0278 4.8158
51 H 0.0323 -1.4777 4.6821
52 N -0.9595 1.9912 2.2464
53 C -2.4099 2.1284 2.1097
54 C -3.0546 0.7494 2.1151
55 N -2.4895 -0.1153 1.0708
56 H -0.6892 1.7702 3.1945
57 H -0.4682 2.8246 1.9524
58 H -2.6254 2.6403 1.1711
59 H -2.8539 2.7302 2.9065
60 H -4.1323 0.8510 1.9953
61 H -2.8779 0.2836 3.0817
62 H -3.0128 -0.0346 0.2120
63 H -2.5144 -1.0924 1.3481
64 F -0.3938 -2.4962 1.9289
65 As -1.2040 -3.9201 2.5234
66 F -0.1158 -3.9224 3.8576
67 F -2.2598 -2.8575 3.3950
68 F -2.0106 -5.2915 3.1361
69 F -2.2832 -3.8394 1.1797
70 F -0.1217 -4.8944 1.6061
71 S -0.3717 4.5259 -3.5129
72 P -1.1173 3.4133 -2.0861
73 S 0.2179 2.5908 -0.7827
74 C -2.3310 4.3756 -1.1140
75 C -3.5663 4.6778 -1.6875
76 C -4.4608 5.5055 -1.0234
77 C -4.1253 6.0466 0.2134
78 C -2.8932 5.7611 0.7814
79 C -1.9961 4.9292 0.1174
80 C -2.1166 2.0221 -2.7244
81 C -2.1447 1.7334 -4.0829
82 C -2.9227 0.6759 -4.5590
83 C -3.6868 -0.0802 -3.6811
84 C -3.6701 0.2117 -2.3190
85 C -2.8850 1.2552 -1.8453
86 H -3.8230 4.2677 -2.6585
87 H -5.4164 5.7380 -1.4753
88 H -4.8230 6.6984 0.7283
89 H -2.6257 6.1926 1.7390
90 H -1.0211 4.7191 0.5394
91 H -1.5647 2.3499 -4.7624
92 H -2.9380 0.4545 -5.6210
93 H -4.3097 -0.8871 -4.0552
94 H -4.2838 -0.3667 -1.6341
95 H -2.8659 1.4903 -0.7880
96 N -1.2021 -6.4875 -2.8792
97 C -2.1169 -5.4859 -2.7823
98 O -3.2134 -5.5502 -3.3052
99 C -1.6978 -4.2603 -2.0064
100 C -2.5662 -3.1833 -2.0089
101 C -2.2011 -2.0357 -1.3376
102 N -1.0375 -1.9006 -0.6937
103 C -0.2153 -2.9494 -0.6707
104 C -0.5085 -4.1414 -1.3065
105 H -1.4907 -7.3280 -3.3454
106 H -0.3635 -6.5092 -2.3343
107 H -3.5129 -3.2627 -2.5260
108 H -2.8614 -1.1713 -1.3406
109 H 0.6969 -2.8532 -0.0999
110 H 0.2029 -4.9523 -1.2064

The value obtained for the HOMO energy is -0.2900 hartree. Its multiplicity is 1. The value obtained for the LUMO energy is 0.18 eV.

M in g/mol, matching the order above: 711.828 1125.489